Below is 3 unconnected molecules or ions with the total composition C3H11NO2, with properties calculated with ωB97M-V with the def2-TZVPD basis set.

As for the HOMO energy (spin up / spin down): -15.03 / -15.00 eV. The calculation puts the energy relative to the best compared isomer or geometry (same formula, charge and spin) at 11.32 kcal/mol. The value obtained for the maximum force is 2.285 eV Å⁻¹. The gap between HOMO and LUMO (spin up / spin down) is 10.898 / 7.143 eV. The value obtained for the LUMO energy (spin up / spin down) is -4.13 / -7.86 eV.

ORCA input file:
```
! wB97M-V def2-TZVPD RIJCOSX def2/J DEFGRID3
* xyz 1 2
C -0.781 -0.797 -1.765
C -0.037 0.184 -1.176
N 1.137 -0.162 -0.581
C 1.855 0.862 0.152
H -0.341 -1.783 -1.900
H -1.689 -0.612 -2.333
H -0.258 1.246 -1.171
H 1.719 -0.690 -1.228
H 2.845 0.498 0.395
H 1.920 1.786 -0.419
H 1.333 1.129 1.065
H -1.194 0.303 1.741
H -1.475 1.828 1.817
O -0.811 1.180 1.562
H -1.198 -2.213 1.832
H -1.384 -1.316 0.547
O -1.642 -1.443 1.463
*
```

---

Below is 3 unconnected molecules or ions with the total composition C3H11NO2, with properties calculated with ωB97M-V with the def2-TZVPD basis set.

As for the HOMO energy (spin up / spin down): -13.44 / -13.44 eV. The calculation puts the energy relative to the best compared isomer or geometry (same formula, charge and spin) at 36.77 kcal/mol. The value obtained for the maximum force is 1.132 eV Å⁻¹. The gap between HOMO and LUMO (spin up / spin down) is 8.162 / 5.107 eV. The value obtained for the LUMO energy (spin up / spin down) is -5.27 / -8.33 eV.

ORCA input file:
```
! wB97M-V def2-TZVPD RIJCOSX def2/J DEFGRID3
* xyz 1 2
C 1.943 3.245 -0.053
C 0.861 2.192 -0.247
C 0.977 0.739 1.749
N 1.023 1.020 0.538
H 1.990 3.882 -0.934
H 2.955 2.859 0.065
H 1.674 3.953 0.704
H -0.084 2.629 0.085
H 0.664 1.948 -1.294
H 0.473 1.438 2.414
H 1.391 -0.207 2.090
H -1.571 -2.882 -1.240
H -0.807 -3.528 -2.458
O -0.904 -3.517 -1.503
H -2.809 -4.722 -0.253
H -4.264 -4.836 0.154
O -3.511 -4.214 0.184
*
```

---

Below is 2 unconnected molecules or ions with the total composition C3H11NO2S, with properties calculated with ωB97M-V with the def2-TZVPD basis set.

As for the HOMO energy: -8.93 eV. The calculation puts the energy relative to the best compared isomer or geometry (same formula, charge and spin) at 10.55 kcal/mol. The value obtained for the maximum force is 1.475 eV Å⁻¹. The gap between HOMO and LUMO is 9.662 eV. As for the SMILES: N[C@H](CO)CS.O. The value obtained for the LUMO energy is 0.73 eV.

ORCA input file:
```
! wB97M-V def2-TZVPD RIJCOSX def2/J DEFGRID3
* xyz 0 1
N 0.657 -0.356 0.766
C -0.315 0.709 0.501
C -1.738 0.201 0.636
O -1.954 -0.230 1.989
C -0.128 1.380 -0.853
S 1.616 1.619 -1.395
H 0.279 -1.138 1.277
H 1.466 0.053 1.210
H -0.256 1.399 1.358
H -1.939 -0.645 -0.022
H -2.399 1.006 0.327
H -2.903 -0.113 2.103
H -0.566 2.380 -0.836
H -0.547 0.720 -1.610
H 1.378 1.329 -2.677
O 2.287 -2.989 -1.194
H 2.418 -3.221 -0.268
H 2.643 -2.104 -1.311
*
```

---

Below is a molecular structure, C3H11NO2S2, with properties calculated with ωB97M-V with the def2-TZVPD basis set.

As for the HOMO energy: -8.70 eV. The calculation puts the energy relative to the best compared isomer or geometry (same formula, charge and spin) at 220.87 kcal/mol. The value obtained for the maximum force is 6.936 eV Å⁻¹. The gap between HOMO and LUMO is 3.956 eV. The value obtained for the LUMO energy is -4.74 eV.

ORCA input file:
```
! wB97M-V def2-TZVPD RIJCOSX def2/J DEFGRID3
* xyz 0 1
N 0.946 0.786 1.407
C 0.190 0.052 0.339
C 0.748 -1.401 0.171
O 0.908 -2.163 1.534
C -0.021 0.636 -1.081
S -1.537 0.120 -1.602
S 3.117 0.981 -0.708
H 1.837 0.968 0.914
H 0.575 1.695 1.650
H -0.871 -0.119 0.682
H 1.748 -1.378 -0.163
H 0.333 -1.840 -0.738
H -0.181 -2.023 0.886
H 0.356 1.729 -1.300
H 0.715 0.117 -1.744
H 3.395 -0.389 -1.113
H -3.666 0.892 -0.366
H -4.626 0.300 0.644
O -3.967 1.037 0.587
*
```

---

Q: Look up the maximum force of the third one.
A: 1.475 eV Å⁻¹

---

Q: Look up the energy relative to the best compared isomer or geometry (same formula, charge and spin) of the third one.
A: 10.55 kcal/mol